The following is a quantum chemistry calculation of a molecular structure, CH3F2O2PS in a non-equilibrium geometry, from the OMol25 dataset.

Structure (XYZ):
```
10
CH3F2O2PS, DFT wB97M-V/def2-TZVPD
S -0.21 -2.21 0.79
P 1.44 0.51 0.20
F 1.49 -0.94 -0.73
F 2.08 1.36 -0.93
O 0.42 -1.32 1.74
O -1.64 -2.02 0.72
C -0.70 1.09 -0.36
H -0.69 2.13 -0.05
H -0.60 0.75 -1.46
H -1.59 0.65 0.09
```

179
Properties=species:S:1:pos:R:3 method="wB97M-V/def2-TZVPD" smiles="COC[C@H](C)N.COC[C@H](C)N.COC[C@H](C)N.COCCNCCOC.COCCNCCOC.COCCNCCOC.COCCNCCOC.NC(N)=O.NC(N)=O.NC(N)=O.NC(N)=O"
O 16.38 3.88 10.50
O 26.65 3.50 17.80
O 24.46 8.67 14.91
O 16.40 2.69 15.08
O 23.99 1.90 13.73
O 23.21 -2.93 9.77
O 19.08 1.25 8.08
O 20.66 5.84 13.82
O 20.62 4.02 18.22
O 15.46 9.94 16.49
O 20.53 9.85 10.43
O 25.19 11.33 8.42
O 22.22 4.61 10.41
O 19.40 1.21 13.04
O 12.49 2.08 7.04
N 20.53 3.86 12.59
N 21.31 7.36 16.25
N 19.38 4.10 14.56
N 25.12 4.13 15.48
N 17.92 0.08 14.36
N 22.28 4.41 16.71
N 20.59 -0.37 10.09
N 15.07 2.13 18.48
N 13.84 3.80 8.87
N 23.25 9.49 10.31
N 23.14 6.06 8.88
N 22.62 6.75 11.02
N 22.78 4.15 18.97
N 19.00 -0.96 12.58
N 19.14 9.29 16.80
C 23.78 -3.13 11.03
C 12.54 4.07 8.31
C 16.89 0.82 17.63
C 24.68 9.66 10.05
C 26.29 4.87 15.92
C 18.73 1.77 6.84
C 14.63 4.94 9.29
C 16.09 2.10 17.42
C 25.02 4.08 14.04
C 12.02 0.78 6.83
C 25.21 11.05 9.80
C 23.48 7.69 15.17
C 26.80 3.33 19.17
C 20.32 1.69 8.61
C 25.29 12.72 8.16
C 21.27 9.86 11.63
C 20.23 4.68 13.64
C 22.61 5.75 10.11
C 21.81 4.16 17.98
C 17.36 7.78 16.03
C 20.55 1.08 9.97
C 25.38 8.27 13.93
C 22.88 1.20 13.26
C 15.45 2.30 16.04
C 22.44 8.27 16.11
C 15.90 2.85 13.77
C 26.41 4.85 17.43
C 17.67 3.32 10.52
C 19.24 9.31 10.64
C 21.87 -2.48 9.80
C 22.97 8.60 17.49
C 16.78 10.02 17.01
C 18.80 0.17 13.32
C 16.11 4.65 9.35
C 22.71 10.28 11.40
C 23.82 3.29 13.59
C 15.16 11.00 15.61
C 21.83 -0.97 9.56
C 11.82 2.77 8.07
C 17.78 9.25 16.20
H 23.47 5.27 8.36
H 21.09 1.39 7.89
H 17.97 2.92 11.49
H 22.69 1.33 12.18
H 14.54 1.27 18.48
H 18.74 9.21 9.67
H 26.23 11.16 10.19
H 27.28 5.44 17.74
H 15.79 10.91 14.71
H 21.23 8.88 12.12
H 21.62 4.45 15.95
H 18.46 4.02 10.26
H 23.27 4.40 16.47
H 15.27 11.99 16.04
H 26.28 5.93 15.65
H 23.36 -4.02 11.52
H 19.36 1.33 6.05
H 22.25 6.59 11.95
H 16.39 7.73 15.52
H 18.59 -1.84 12.82
H 11.89 2.13 8.97
H 12.60 4.67 7.39
H 16.81 2.89 17.63
H 23.92 6.79 15.65
H 22.70 9.65 9.48
H 24.83 -3.39 10.90
H 20.27 2.79 8.65
H 14.53 5.73 8.52
H 21.40 -2.76 10.75
H 21.92 1.52 13.69
H 14.25 5.31 10.24
H 17.63 2.47 9.82
H 25.29 9.01 10.68
H 24.78 9.16 9.08
H 25.52 5.23 17.95
H 21.16 4.09 11.82
H 22.07 -0.81 8.50
H 23.22 10.03 12.34
H 17.05 11.06 17.24
H 18.92 3.22 14.37
H 16.71 3.23 13.15
H 17.38 7.24 16.98
H 14.41 2.86 18.21
H 22.97 3.61 14.22
H 21.42 1.58 10.41
H 14.79 1.46 15.79
H 17.61 0.56 16.86
H 22.38 9.34 18.02
H 23.01 0.15 13.51
H 19.04 9.30 17.81
H 26.27 13.07 8.48
H 12.53 0.34 5.98
H 15.37 1.96 13.41
H 25.95 3.73 19.75
H 19.27 8.37 11.20
H 22.72 11.36 11.20
H 19.78 1.42 10.67
H 17.71 1.54 6.56
H 24.53 13.29 8.70
H 23.72 4.28 18.65
H 23.00 7.25 14.29
H 17.43 0.95 18.57
H 10.76 2.89 7.83
H 18.96 4.63 15.29
H 23.96 9.06 17.41
H 16.66 9.57 18.01
H 22.69 -0.55 10.08
H 12.25 0.16 7.71
H 27.68 3.86 19.55
H 24.95 5.06 13.57
H 15.17 3.67 13.73
H 26.22 8.97 13.86
H 17.72 0.92 14.88
H 14.31 2.98 8.55
H 22.84 7.70 10.67
H 27.23 4.44 15.56
H 10.94 0.79 6.62
H 21.25 -3.01 9.07
H 23.72 -2.25 11.68
H 12.03 4.66 9.08
H 22.50 3.99 19.91
H 24.64 11.83 10.34
H 17.46 -0.79 14.54
H 19.63 8.40 16.62
H 25.16 12.86 7.09
H 16.72 5.55 9.41
H 18.63 10.05 11.17
H 19.95 -0.75 9.39
H 20.00 3.01 12.53
H 23.09 7.72 18.13
H 23.13 7.01 8.58
H 20.85 10.58 12.34
H 24.95 8.33 12.92
H 21.02 6.98 15.34
H 16.36 4.11 8.42
H 19.63 -0.89 11.77
H 25.93 3.62 13.63
H 25.78 7.26 14.03
H 14.16 10.82 15.22
H 18.00 7.31 15.28
H 21.49 6.52 16.79
H 16.23 -0.04 17.80
H 25.16 3.22 15.92
H 17.94 9.69 15.22
H 23.56 3.50 12.55
H 14.84 3.20 16.21
H 26.92 2.30 19.52
H 22.01 9.18 15.68
H 18.91 2.84 6.71

122
Properties=species:S:1:pos:R:3 method="wB97M-V/def2-TZVPD" smiles=COC[C@H](C)N.COC[C@H](C)N.COC[C@H](C)N.COC[C@H](C)N.COC[C@H](C)N.COC[C@H](C)N.COC[C@H](C)N.O
O -2.97 13.37 -1.83
O -2.70 17.66 -6.73
O 3.81 15.80 -11.32
O 3.35 13.87 -0.57
O 3.57 7.89 -5.49
O -2.85 12.49 -9.77
O 1.42 9.87 -11.18
O 1.58 12.47 -6.50
N -1.91 12.05 -5.39
N 0.55 7.89 -9.06
N 3.22 5.46 -3.73
N -4.66 10.38 -9.42
N -0.60 14.71 -6.05
N 3.39 14.43 -7.72
N 2.58 14.37 -4.10
C 4.08 15.60 -9.87
C -0.66 9.65 -8.09
C 2.35 10.74 -11.93
C -2.42 12.50 -2.90
C -5.10 11.74 -9.61
C 3.20 14.46 -9.15
C 1.70 14.63 -9.43
C 2.76 13.55 -2.93
C 1.00 10.31 -9.87
C 3.74 14.70 0.57
C -1.90 13.47 -9.42
C 2.91 14.62 -1.76
C 2.41 6.99 -5.47
C -4.11 12.75 -9.08
C -2.57 14.73 -1.85
C 2.74 5.49 -5.10
C -3.83 17.88 -7.46
C -2.18 16.36 -6.98
C -4.17 12.64 -4.71
C -1.14 16.00 -5.88
C 0.02 9.22 -9.34
C 3.18 9.13 -6.21
C -6.48 11.86 -8.88
C 0.14 16.87 -5.76
C 4.36 14.66 -12.01
C 1.44 4.64 -5.25
C -2.66 12.83 -4.44
C 4.08 12.77 -3.20
H -1.38 11.40 -4.82
H 4.52 12.27 -2.34
H 4.59 15.34 0.32
H -3.65 10.38 -9.41
H 3.54 5.10 -5.73
H -0.96 13.35 -9.97
H -7.25 11.16 -9.20
H -5.32 12.00 -10.65
H 4.11 13.97 1.28
H -0.10 17.92 -5.59
H 4.03 14.73 -13.04
H -1.67 16.36 -7.94
H 0.10 14.45 -5.37
H 1.76 3.68 -5.64
H 1.11 7.93 -8.22
H -1.58 16.12 -4.89
H -2.08 14.55 -9.51
H 3.57 15.44 -2.05
H 4.78 13.50 -3.62
H -4.41 11.59 -4.53
H -1.12 8.78 -7.63
H 3.91 13.68 -11.84
H 4.38 14.40 -7.54
H 5.43 14.75 -11.88
H 2.49 10.26 -12.90
H 2.56 13.70 -4.86
H 3.70 12.03 -3.90
H 1.09 4.42 -4.24
H -4.25 18.88 -7.33
H -3.77 17.75 -8.54
H -1.60 13.23 -8.40
H 0.75 16.89 -6.66
H -1.35 12.41 -2.73
H -4.51 13.73 -9.33
H 0.66 12.75 -6.53
H -6.34 11.59 -7.83
H 1.89 12.95 -2.69
H -2.82 15.06 -0.84
H 1.38 15.66 -9.28
H 3.35 13.43 -9.50
H -6.99 12.83 -8.87
H -0.03 10.08 -7.31
H -4.93 10.00 -8.53
H 3.34 10.86 -11.50
H 1.11 7.60 -9.84
H 2.92 15.29 0.96
H 3.89 16.55 -9.36
H -2.89 15.53 -6.99
H 0.97 14.07 -8.85
H -3.17 15.35 -2.52
H -2.31 11.65 -6.23
H 2.00 15.18 -1.53
H 2.28 9.68 -5.94
H 3.17 9.00 -7.29
H -1.51 14.86 -2.07
H 3.49 14.78 -4.27
H -3.96 12.59 -8.01
H -2.75 11.48 -2.73
H 4.01 9.81 -6.04
H 1.89 11.72 -12.05
H 3.70 6.34 -3.83
H 0.47 11.26 -9.76
H -0.79 8.98 -10.03
H 5.11 15.29 -9.71
H -1.22 13.91 -5.99
H 1.73 10.44 -9.07
H -1.43 10.34 -8.43
H 1.90 6.96 -6.43
H 1.64 7.36 -4.79
H -4.71 13.17 -3.92
H 1.50 14.49 -10.49
H 0.83 16.48 -5.01
H -4.64 17.24 -7.09
H -2.35 13.86 -4.58
H 3.14 15.36 -7.44
H -4.51 12.99 -5.68
H 2.49 5.59 -3.04
H 2.02 13.04 -7.13
H 0.67 5.06 -5.90

| no. | HOMO level (eV) |
| --- | --- |
| 1 | -9.40 |
| 2 | -8.13 |
| 3 | -9.12 |